(1)
{
  "formula": "C19H11Cl3FIrN3O5",
  "method": "the ωB97M-V functional and the def2-TZVPD basis",
  "total_charge": 2,
  "multiplicity": 2,
  "s2": 0.759,
  "homo_energy_ev": [-14.86, -14.85],
  "relative_energy_kcal_mol": 262.9,
  "species": ["Ir", "Cl", "C", "C", "C", "Cl", "C", "O", "C", "Cl", "C", "H", "H", "F", "C", "C", "N", "C", "C", "O", "O", "C", "O", "N", "C", "O", "H", "H", "H", "H", "N", "C", "C", "C", "C", "C", "C", "C", "H", "H", "H", "H", "H"],
  "xyz": [[1.5264, -0.0892, -0.8930], [0.4295, 6.4081, 0.4783], [-0.0527, 4.8497, 0.2170], [0.5457, 4.1490, -0.9455], [0.4131, 2.6856, -0.9672], [3.3050, 2.3879, 0.4518], [-0.3065, 2.0225, 0.1515], [-0.2768, 0.8150, 0.2900], [-1.1730, 2.9017, 1.0273], [-2.2767, 2.1350, 1.9893], [-1.0045, 4.2631, 1.0462], [1.3662, 4.6400, -1.4558], [-1.5407, 4.8677, 1.7658], [3.0047, -1.7511, 0.8151], [2.5553, -0.4966, 0.9462], [3.2225, 0.4431, 0.1520], [1.8491, 2.7661, 1.3020], [4.5345, 3.3120, 0.8854], [1.3684, 1.7187, -1.6601], [-0.4065, 3.4878, -1.7746], [1.6006, 1.7198, -2.8346], [1.5168, 2.2008, 2.5201], [0.8399, 2.8881, 3.2575], [1.7544, 0.8799, 2.9201], [1.8899, -0.3584, 2.3087], [1.6050, -1.3623, 2.8917], [4.1653, 0.2324, -0.3471], [5.0083, 3.7594, 0.0227], [4.9831, 3.2669, 1.8656], [1.3994, 0.7556, 3.8648], [0.6720, -1.9820, -1.1210], [0.2779, -3.0568, -1.2538], [-0.2000, -4.3787, -1.4171], [-0.8192, -5.0162, -0.3349], [-1.2737, -6.3090, -0.5000], [-1.1149, -6.9490, -1.7247], [-0.4997, -6.3097, -2.7959], [-0.0339, -5.0184, -2.6517], [-0.9307, -4.5028, 0.6105], [-1.7511, -6.8215, 0.3231], [-1.4747, -7.9620, -1.8458], [-0.3834, -6.8217, -3.7405], [0.4497, -4.5068, -3.4727]],
  "mulliken_spin": [0.982, 0.000, -0.001, 0.003, -0.016, 0.005, -0.003, 0.064, 0.017, 0.000, -0.001, 0.000, 0.000, 0.012, -0.035, 0.041, 0.001, 0.001, -0.079, 0.000, -0.030, 0.004, -0.001, 0.000, -0.004, -0.001, 0.031, 0.000, 0.000, 0.000, 0.006, 0.002, -0.003, 0.002, -0.001, 0.003, -0.001, 0.003, 0.000, 0.000, 0.000, 0.000, 0.000]
}


(2)
{
  "formula": "C23H43BrF10O12PS3",
  "method": "the ωB97M-V functional and the def2-TZVPD basis",
  "total_charge": -1,
  "homo_energy_ev": -5.05,
  "species": ["C", "C", "C", "C", "P", "C", "C", "C", "Br", "C", "O", "C", "F", "F", "C", "F", "F", "C", "F", "F", "C", "O", "O", "C", "F", "F", "C", "F", "F", "H", "H", "H", "H", "H", "H", "H", "H", "H", "H", "H", "H", "H", "H", "H", "H", "H", "H", "H", "O", "S", "O", "O", "C", "C", "C", "H", "H", "H", "H", "H", "H", "H", "H", "O", "S", "O", "O", "C", "C", "C", "H", "H", "H", "H", "H", "H", "H", "H", "O", "S", "O", "O", "C", "C", "C", "H", "H", "H", "H", "H", "H", "H", "H"],
  "xyz": [[-1.5463, 8.0789, 3.7464], [-2.0235, 6.6615, 4.1718], [-2.7548, 5.8721, 3.0217], [-1.9722, 4.5890, 2.6687], [-2.2999, 3.7730, 0.9452], [-4.0882, 4.4350, 0.8518], [-4.9450, 3.7252, -0.2237], [-6.3706, 3.4598, 0.3132], [-5.2122, 4.8633, -1.8192], [-2.9031, 2.0870, 1.7559], [-3.8830, 1.9095, 2.4011], [-2.0055, 0.7603, 1.5674], [-2.5368, -0.2065, 2.3194], [-0.7738, 0.9214, 2.0446], [-1.9847, 0.2093, 0.1099], [-2.1866, -1.1126, 0.1620], [-2.9729, 0.6932, -0.6348], [-0.6426, 0.3869, -0.6614], [-0.0762, 1.5463, -0.4646], [0.1927, -0.6074, -0.3872], [-0.9635, 0.2751, -2.1901], [-1.4768, -0.6604, -2.6617], [-0.5868, 1.3426, -2.9335], [-1.4734, 5.2030, -0.0747], [-2.2758, 5.9565, -0.8652], [-0.6874, 4.5385, -1.0128], [-0.4324, 6.1098, 0.6029], [0.0944, 6.9151, -0.3840], [0.6081, 5.4267, 1.0479], [-0.4562, 8.1126, 3.7900], [-1.9629, 8.8766, 4.3565], [-1.7896, 8.2967, 2.7048], [-2.7291, 6.8024, 4.9901], [-1.1591, 6.0788, 4.4752], [-3.7703, 5.6636, 3.3475], [-2.8318, 6.5707, 2.1834], [-2.3607, 3.8366, 3.3676], [-0.9087, 4.6327, 2.9114], [-2.5223, 3.1009, -0.3346], [-0.9598, 3.2156, 1.0480], [-4.1982, 5.5060, 0.6721], [-4.6514, 4.2631, 1.7688], [-4.5488, 2.7470, -0.4858], [-6.3563, 3.1823, 1.3693], [-7.0075, 4.3341, 0.2058], [-6.8036, 2.6119, -0.2207], [-1.3804, 1.7836, -3.2698], [-0.8158, 6.8132, 1.3364], [1.8243, -2.7595, -6.5907], [2.2497, -3.8050, -5.7103], [1.7098, -5.1260, -5.8232], [2.1010, -3.3051, -4.2052], [0.8109, -2.8352, -3.7586], [-0.1767, -3.9661, -3.5541], [4.0079, -3.9086, -5.7288], [0.4215, -2.0909, -4.4548], [0.9836, -2.3306, -2.8096], [-0.4181, -4.4563, -4.4969], [-1.1027, -3.5832, -3.1248], [0.2410, -4.7244, -2.8905], [4.4259, -2.9128, -5.6129], [4.2986, -4.3300, -6.6887], [4.3308, -4.5636, -4.9242], [7.0693, -6.0536, -3.2556], [7.7235, -4.8759, -3.7348], [7.1657, -4.1091, -4.8057], [9.2394, -5.2356, -4.0842], [9.4826, -6.3062, -5.0142], [9.1670, -5.9147, -6.4455], [8.0538, -3.7974, -2.3824], [8.9238, -7.1948, -4.7138], [10.5414, -6.5447, -4.9264], [8.1027, -5.7256, -6.5788], [9.4554, -6.7135, -7.1296], [9.6966, -5.0016, -6.7184], [8.5054, -4.3671, -1.5749], [7.1004, -3.3798, -2.0648], [8.7143, -3.0029, -2.7203], [-2.0116, -1.6874, 7.0093], [-2.5080, -3.0272, 7.0249], [-1.6453, -4.1297, 7.3225], [-3.2736, -3.3139, 5.6591], [-2.5641, -3.1117, 4.4179], [-1.5392, -4.1990, 4.1588], [-3.9154, -3.1150, 8.0825], [-2.1043, -2.1225, 4.4041], [-3.3169, -3.1275, 3.6323], [-0.7376, -4.1719, 4.8962], [-1.0939, -4.0705, 3.1719], [-2.0022, -5.1850, 4.2180], [-4.5909, -2.2980, 7.8436], [-3.5552, -3.0226, 9.1050], [-4.3993, -4.0784, 7.9434]],
  "mulliken_charge": [-1.151, -0.555, -0.514, -1.723, 1.123, -1.960, 0.674, -1.457, -0.189, -0.242, -0.566, 0.845, -0.337, -0.303, 0.506, -0.363, -0.310, 0.892, -0.202, -0.312, 0.148, -0.462, -0.463, 0.673, -0.336, -0.370, 0.557, -0.352, -0.255, 0.279, 0.285, 0.366, 0.406, 0.350, 0.409, 0.294, 0.637, 0.524, -0.212, 0.131, 0.844, 0.410, -0.060, 0.339, 0.423, 0.402, 0.370, -0.194, -0.656, 1.244, -0.632, -0.232, -0.231, -1.066, -0.968, 0.353, 0.106, 0.340, 0.380, 0.292, 0.346, 0.431, 0.266, -0.675, 1.298, -0.568, -0.298, -0.341, -0.962, -0.982, 0.326, 0.271, 0.279, 0.381, 0.264, 0.330, 0.372, 0.321, -0.628, 1.258, -0.626, -0.292, -0.260, -1.049, -0.937, 0.341, 0.250, 0.309, 0.380, 0.274, 0.312, 0.365, 0.311]
}


(3)
{
  "formula": "C6H8N4",
  "method": "the ωB97M-V functional and the def2-TZVPD basis",
  "homo_energy_ev": [-8.29, -7.86],
  "relative_energy_kcal_mol": 106.2,
  "species": ["C", "C", "C", "C", "C", "C", "N", "N", "N", "N", "H", "H", "H", "H", "H", "H", "H", "H"],
  "xyz": [[0.7265, -2.3899, -1.4497], [1.1257, -1.2049, -2.0403], [-0.3234, -0.8347, -0.4808], [0.4817, 1.5540, 1.4037], [0.0149, 0.6357, 2.3534], [-1.4468, 1.1635, 0.1929], [-0.1229, -2.1655, -0.4304], [-0.1342, 1.8802, 0.3712], [0.3833, -0.1859, -1.5465], [-1.1523, -0.2795, 0.3672], [1.2285, -3.4168, -1.6625], [1.6801, -1.3332, -2.9276], [1.4941, 1.9938, 1.5991], [0.6634, 0.1189, 3.0544], [-0.9121, 0.7319, 2.8688], [-2.0189, 1.6653, 0.8946], [-1.8597, 1.2867, -0.8021], [0.1720, 0.7805, -1.7654]],
  "nbo_charge": [-0.065, -0.051, 0.426, 0.016, -0.312, -0.126, -0.391, -0.427, -0.555, -0.360, 0.213, 0.218, 0.190, 0.196, 0.196, 0.200, 0.182, 0.451]
}


(4)
{
  "formula": "C5H11N2",
  "method": "the ωB97M-V functional and the def2-TZVPD basis",
  "total_charge": 1,
  "smiles": "C=N/C=C/CC[NH3+]",
  "homo_energy_ev": -12.57,
  "relative_energy_kcal_mol": 30.2,
  "species": ["C", "N", "C", "C", "C", "C", "N", "H", "H", "H", "H", "H", "H", "H", "H", "H", "H", "H"],
  "xyz": [[-2.4003, 2.6713, -0.5287], [-2.0564, 1.5810, -0.0073], [-1.0876, 0.7480, -0.5581], [0.1535, 0.6182, -0.0885], [1.1343, -0.3778, -0.6710], [1.7100, -1.2736, 0.4260], [0.5586, -1.9302, 1.1354], [-1.9600, 3.0957, -1.4291], [-3.1846, 3.2571, -0.0673], [-1.4191, 0.1379, -1.3972], [0.4810, 1.2181, 0.7479], [1.9570, 0.1613, -1.1362], [0.6375, -0.9882, -1.4256], [2.3691, -2.0110, -0.0286], [2.2305, -0.6896, 1.1796], [0.7645, -2.0452, 2.1250], [0.3711, -2.8579, 0.7436], [-0.2590, -1.3149, 0.9804]],
  "nbo_charge": [0.020, -0.418, 0.010, -0.328, -0.446, -0.222, -0.687, 0.161, 0.190, 0.205, 0.222, 0.255, 0.220, 0.240, 0.227, 0.447, 0.443, 0.461]
}


(5)
{
  "formula": "C8H6O3P",
  "method": "the ωB97M-V functional and the def2-TZVPD basis",
  "total_charge": -1,
  "homo_energy_ev": -4.09,
  "relative_energy_kcal_mol": 43.9,
  "species": ["C", "C", "C", "C", "C", "C", "C", "C", "O", "O", "O", "P", "H", "H", "H", "H", "H", "H"],
  "xyz": [[2.7096, 0.1297, -0.9661], [2.5824, 1.1613, -0.1236], [-2.9137, -0.3982, 0.0563], [-2.3265, 0.5078, 0.9404], [-2.1003, -1.2928, -0.6296], [-0.9926, 0.5824, 1.2072], [-0.7446, -1.1782, -0.4280], [-0.1814, -0.2114, 0.4726], [2.1112, -1.5395, 1.2770], [3.1813, 2.4047, -0.2628], [0.2530, -1.8079, -1.0376], [1.5289, -0.7272, 0.1766], [3.2559, -0.2228, -1.7908], [-4.0279, -0.3055, 0.0611], [-3.1155, 1.1336, 1.3613], [-2.4085, -2.1007, -1.2575], [-0.5470, 1.3573, 2.0208], [3.7356, 2.5073, -1.0773]],
  "nbo_charge": [-0.772, 0.012, -0.183, -0.306, -0.338, -0.165, 0.357, -0.470, -1.089, -0.729, -0.752, 1.997, 0.192, 0.199, 0.192, 0.208, 0.218, 0.429]
}


(6)
{
  "formula": "C5H8FO4Sn",
  "method": "the ωB97M-V functional and the def2-TZVPD basis",
  "total_charge": 1,
  "homo_energy_ev": -13.33,
  "relative_energy_kcal_mol": 13.4,
  "species": ["C", "O", "C", "H", "H", "H", "H", "H", "C", "O", "C", "C", "O", "O", "F", "H", "H", "H", "Sn"],
  "xyz": [[0.2999, -1.6529, 1.1763], [0.3727, -1.1804, -0.1838], [-0.9730, -2.4014, 1.4967], [1.1653, -2.3190, 1.2574], [0.4827, -0.8221, 1.8698], [-0.9019, -2.7775, 2.5258], [-1.8675, -1.7676, 1.4324], [-1.0984, -3.2579, 0.8227], [-0.5536, -0.5076, -0.9236], [0.7035, 2.1463, -1.5386], [0.6430, 1.9912, -0.3157], [-0.6593, 1.6076, 0.2940], [-1.2417, 0.4780, -0.3126], [-0.6785, -0.6830, -2.1087], [2.7526, 2.6127, -4.4085], [1.5300, 2.1523, 0.3182], [-0.5230, 1.5142, 1.3839], [-1.3502, 2.4506, 0.1351], [1.8975, 2.4165, -2.9208]],
  "nbo_charge": [-0.060, -0.537, -0.652, 0.218, 0.165, 0.243, 0.219, 0.236, 0.977, -0.797, 0.552, -0.184, -0.504, -0.528, -0.779, 0.197, 0.218, 0.270, 1.747]
}


Calculated total energy in order - -2854.85269; -6913.55588; -452.29246; -306.33538; -875.48648; -810.02283 hartree